[1]
Below is a 10-piece molecular cluster, C30H48O30 overall at a distorted geometry, with properties calculated with ωB97M-V/def2-TZVPD.

```
! RIJCOSX wB97M-V def2-TZVPD def2/J DEFGRID3
* xyz 0 1
C -11.603 18.527 -6.934
O -10.210 18.360 -6.909
C -9.469 18.897 -5.944
O -9.885 19.635 -5.087
O -8.224 18.473 -6.099
C -7.296 18.889 -5.113
H -12.066 18.105 -6.041
H -11.955 17.977 -7.805
H -11.965 19.550 -7.058
H -7.468 18.357 -4.177
H -7.332 19.969 -4.974
H -6.310 18.652 -5.506
C -11.004 15.197 -5.808
O -11.072 16.047 -4.659
C -12.202 16.074 -3.956
O -13.274 15.664 -4.313
O -11.947 16.669 -2.793
C -13.052 16.740 -1.894
H -11.718 14.374 -5.828
H -9.980 14.852 -5.859
H -11.233 15.804 -6.686
H -12.681 17.064 -0.927
H -13.539 15.770 -1.829
H -13.760 17.493 -2.244
C -8.275 17.928 -9.666
O -6.993 18.160 -10.264
C -5.999 18.300 -9.397
O -6.093 18.238 -8.195
O -4.879 18.484 -10.081
C -3.675 18.661 -9.333
H -8.634 18.781 -9.094
H -8.270 17.072 -8.995
H -8.943 17.728 -10.501
H -3.362 17.680 -8.976
H -3.826 19.371 -8.524
H -2.928 19.036 -10.025
C -6.897 10.066 -12.805
O -6.999 11.466 -13.063
C -7.851 12.165 -12.315
O -8.355 11.783 -11.287
O -8.057 13.334 -12.902
C -8.600 14.361 -12.069
H -6.967 9.590 -13.782
H -7.694 9.699 -12.164
H -5.941 9.813 -12.352
H -8.554 15.296 -12.617
H -8.010 14.468 -11.158
H -9.641 14.143 -11.833
O -3.485 8.191 -9.791
C -4.415 8.737 -9.303
O -5.682 8.662 -9.837
C -6.523 9.564 -9.147
C -5.770 9.807 -7.827
O -4.426 9.504 -8.209
H -6.688 10.508 -9.672
H -7.500 9.110 -8.990
H -6.142 9.138 -7.050
H -5.813 10.834 -7.487
O -18.212 10.886 -8.961
C -17.119 10.985 -8.506
O -16.854 11.538 -7.303
C -15.427 11.622 -7.089
C -14.859 10.828 -8.257
O -15.988 10.580 -9.114
H -15.234 12.691 -7.103
H -15.129 11.152 -6.158
H -14.451 9.853 -7.990
H -14.078 11.312 -8.841
O -10.422 16.523 -13.584
C -11.429 16.350 -12.977
O -12.248 15.286 -13.146
C -13.271 15.332 -12.175
C -13.245 16.790 -11.690
O -11.942 17.219 -12.076
H -14.264 15.010 -12.494
H -13.076 14.637 -11.350
H -13.378 16.821 -10.614
H -13.971 17.363 -12.267
O -12.458 11.353 -6.450
C -11.685 11.051 -5.595
O -11.268 11.860 -4.612
C -10.315 11.187 -3.782
C -9.974 9.924 -4.605
O -11.029 9.872 -5.565
H -9.446 11.813 -3.615
H -10.812 10.930 -2.849
H -10.019 9.020 -4.004
H -9.013 10.028 -5.106
O -10.812 15.821 -9.234
C -10.632 14.648 -9.113
O -9.514 14.085 -8.626
C -9.685 12.669 -8.484
C -10.922 12.402 -9.337
O -11.543 13.705 -9.416
H -8.764 12.213 -8.830
H -9.857 12.367 -7.452
H -11.706 11.789 -8.904
H -10.633 12.047 -10.326
O -7.683 11.953 -6.202
C -7.236 12.884 -5.607
O -6.071 12.855 -4.930
C -5.827 14.173 -4.334
C -7.206 14.817 -4.460
O -7.775 14.116 -5.566
H -5.546 13.974 -3.308
H -5.097 14.641 -4.987
H -7.136 15.873 -4.705
H -7.810 14.662 -3.566
*
```

Properties
Kohn-Sham gap (eV): 10.562
SMILES: COC(=O)OC.COC(=O)OC.COC(=O)OC.COC(=O)OC.O=C1OCCO1.O=C1OCCO1.O=C1OCCO1.O=C1OCCO1.O=C1OCCO1.O=C1OCCO1
E_LUMO (eV): -0.14
Energy relative to the best compared isomer or geometry (same formula, charge and spin) (kJ/mol): 0.0



[2]
Below is a 10-piece molecular cluster, C30H48O30S2 overall at a distorted geometry, with properties calculated with ωB97M-V/def2-TZVPD.

```
! RIJCOSX wB97M-V def2-TZVPD def2/J DEFGRID3
* xyz 0 1
C -0.677 -3.780 -0.925
C 0.535 -4.493 -0.257
O 1.026 -5.323 -1.251
S 2.564 -5.957 -1.009
C 2.588 -7.403 -2.030
O 3.439 -4.995 -1.634
O 2.528 -6.220 0.418
H -0.465 -3.194 -1.628
H -1.130 -3.222 -0.124
H -1.491 -4.368 -1.419
H 1.087 -3.823 0.302
H 0.156 -5.163 0.542
H 1.719 -8.096 -1.679
H 3.636 -7.951 -1.999
H 2.403 -7.171 -2.978
C -2.273 0.203 -0.528
C -0.910 0.867 -0.844
O 0.215 -0.070 -0.995
S 1.637 0.628 -0.889
C 2.735 -0.713 -0.585
O 1.904 1.057 -2.307
O 1.700 1.497 0.212
H -2.629 -0.498 -1.454
H -3.113 0.813 -0.133
H -2.089 -0.519 0.359
H -1.231 1.380 -1.843
H -0.674 1.465 0.001
H 2.335 -1.022 0.428
H 3.803 -0.323 -0.293
H 2.553 -1.386 -1.310
O -0.379 2.551 5.824
C 0.578 2.828 5.140
O 0.707 2.262 3.899
C 1.959 2.712 3.149
C 2.399 3.677 4.133
O 1.487 3.729 5.207
H 2.663 1.901 2.814
H 1.482 3.112 2.238
H 2.698 4.664 3.710
H 3.371 3.287 4.501
O -2.570 -2.347 -4.034
C -2.075 -1.266 -4.249
O -0.765 -1.040 -4.553
C -0.578 0.431 -4.736
C -1.919 1.012 -4.367
O -2.700 -0.176 -4.038
H 0.191 0.666 -4.126
H -0.206 0.690 -5.732
H -2.350 1.276 -5.436
H -1.857 1.672 -3.704
O -3.017 -4.058 2.420
C -3.825 -3.590 1.639
O -4.577 -2.531 1.952
C -5.582 -2.322 0.951
C -4.958 -3.141 -0.305
O -3.924 -3.968 0.355
H -6.596 -2.656 1.275
H -5.923 -1.313 0.554
H -4.222 -2.560 -0.838
H -5.783 -3.745 -0.812
O 2.602 -4.139 2.899
C 1.892 -3.156 2.944
O 2.233 -1.890 2.986
C 1.043 -1.089 2.931
C -0.061 -2.087 3.151
O 0.608 -3.314 2.897
H 1.052 -0.374 3.698
H 0.795 -0.459 2.333
H -0.917 -1.845 2.583
H -0.307 -2.171 4.269
O -4.068 -0.543 4.528
C -3.742 0.396 3.917
O -4.735 1.291 3.527
C -4.185 2.363 2.872
C -2.681 2.066 2.947
O -2.609 0.777 3.434
H -4.473 2.495 1.966
H -4.280 3.205 3.669
H -2.076 2.689 3.357
H -2.518 1.954 1.935
O -3.178 3.215 -1.783
C -4.220 3.569 -1.392
O -4.827 4.652 -2.015
C -5.943 4.905 -1.249
C -6.198 3.707 -0.300
O -4.982 3.112 -0.280
H -5.984 5.758 -0.631
H -6.826 5.215 -1.843
H -7.084 3.050 -0.582
H -6.594 3.980 0.628
O 4.661 0.630 2.004
C 5.084 1.636 1.591
O 5.800 1.820 0.499
C 6.208 3.161 0.384
C 5.165 3.857 1.289
O 4.701 2.810 2.108
H 7.249 3.245 0.829
H 6.335 3.435 -0.618
H 4.284 4.326 0.666
H 5.541 4.578 1.833
O 7.341 1.214 -5.691
C 6.454 1.228 -4.981
O 5.243 1.678 -5.241
C 4.298 1.118 -4.299
C 5.116 0.475 -3.180
O 6.411 0.562 -3.794
H 3.573 1.969 -3.998
H 3.471 0.713 -4.641
H 4.724 -0.680 -2.945
H 5.029 0.927 -2.171
*
```

Properties
Kohn-Sham gap (eV): 9.796
SMILES: CCOS(C)(=O)=O.CCOS(C)(=O)=O.O=C1OCCO1.O=C1OCCO1.O=C1OCCO1.O=C1OCCO1.O=C1OCCO1.O=C1OCCO1.O=C1OCCO1.O=C1OCCO1
E_LUMO (eV): -0.15
Energy relative to the best compared isomer or geometry (same formula, charge and spin) (kJ/mol): 833.7



[3]
Below is C30H48OsP2Te as an isolated structure at a distorted geometry, with properties calculated with ωB97M-V/def2-TZVPD.

```
! RIJCOSX wB97M-V def2-TZVPD def2/J DEFGRID3
* xyz 2 5
Os 0.661 1.240 0.023
C 1.875 -0.528 0.570
C 1.375 0.211 1.710
C -0.388 -1.023 0.793
C 0.795 -1.335 0.059
C -0.054 -0.021 1.787
C 3.309 -0.709 0.162
H 3.944 0.009 0.674
H 3.395 -0.579 -0.922
H 3.672 -1.723 0.396
C 0.934 -2.489 -0.871
H 1.895 -2.479 -1.399
H 0.132 -2.497 -1.623
H 0.875 -3.471 -0.363
C -1.632 -1.829 0.788
H -1.608 -2.717 1.455
H -1.865 -2.236 -0.203
H -2.513 -1.258 1.111
C -0.929 0.341 2.948
H -0.898 -0.414 3.751
H -1.975 0.429 2.645
H -0.598 1.285 3.382
C 2.163 0.990 2.715
H 2.289 0.411 3.648
H 1.635 1.921 2.968
H 3.150 1.234 2.313
C 1.929 4.744 -3.001
C 2.995 4.359 -2.214
C 3.636 5.331 -1.259
C 2.609 6.046 -0.352
C 1.400 5.172 -0.061
C 0.234 5.314 -0.769
C 0.101 6.192 -2.004
C 1.291 6.103 -2.995
H 4.250 6.078 -1.789
H 2.360 7.023 -0.783
H 4.344 4.784 -0.627
H 1.994 6.932 -2.849
H 1.744 4.173 -3.922
H 3.670 3.585 -2.605
H 0.899 6.294 -4.009
H -0.801 5.899 -2.556
H -0.732 5.182 -0.262
H -0.050 7.254 -1.748
H 3.114 6.298 0.592
H 1.384 4.779 0.970
P 1.244 1.777 -2.107
P -1.622 2.241 -0.183
C -0.100 2.982 -2.469
C -1.517 2.980 -1.862
H -0.143 3.039 -3.562
H 0.407 3.878 -2.089
H -1.882 4.012 -1.759
H -2.174 2.405 -2.532
C -3.265 1.530 0.053
H -3.266 0.875 0.934
H -3.552 0.955 -0.835
H -3.956 2.372 0.214
C -1.354 3.368 1.223
H -1.842 4.325 1.006
H -0.275 3.516 1.385
H -1.783 2.922 2.126
C 2.319 1.154 -3.364
H 3.080 0.513 -2.895
H 2.784 2.023 -3.850
H 1.698 0.564 -4.052
C 2.293 2.384 -0.707
H 2.193 1.993 0.344
H 2.133 3.444 -0.568
H 3.355 2.163 -0.948
Te -1.154 -0.227 -2.755
C -2.364 -1.909 -2.661
C -1.840 -3.151 -3.121
C -2.609 -4.317 -2.956
C -3.877 -4.248 -2.373
C -4.408 -3.027 -1.964
C -3.675 -1.840 -2.129
H -0.853 -3.170 -3.587
H -2.194 -5.276 -3.297
H -4.463 -5.174 -2.248
H -5.402 -2.979 -1.521
H -4.073 -0.874 -1.852
*
```

Properties
Kohn-Sham gap (alpha / beta) (eV): 5.876 / 4.722
E_LUMO (alpha / beta) (eV): -5.43 / -8.49
⟨S²⟩: 6.03



[4]
Below is a 5-piece molecular cluster, C30H49N4 overall, with properties calculated with ωB97M-V/def2-TZVPD.

```
! RIJCOSX wB97M-V def2-TZVPD def2/J DEFGRID3
* xyz -1 1
C -3.870 -0.267 0.425
C -3.306 0.727 -0.579
C -2.075 0.245 -1.382
C -1.157 -0.711 -0.643
C 0.225 -0.888 -1.319
C 1.186 -1.449 -0.255
C 1.715 -0.365 0.705
C 0.982 -0.350 2.057
C 1.823 -0.843 3.237
C 2.727 0.268 3.772
C 1.849 1.356 4.413
C 1.989 2.714 3.724
C 3.243 3.457 4.190
C 3.368 4.834 3.554
H -4.808 0.114 0.846
H -4.052 -1.241 -0.047
H -4.033 1.090 -1.333
H -2.979 1.628 -0.039
H -1.487 1.136 -1.639
H -2.394 -0.200 -2.331
H -0.994 -0.320 0.357
H -1.608 -1.697 -0.563
H 0.138 -1.579 -2.160
H 0.555 0.091 -1.678
H 1.998 -2.049 -0.669
H 0.578 -2.122 0.352
H 1.672 0.607 0.214
H 2.771 -0.574 0.895
H 0.622 0.656 2.276
H 0.095 -0.974 1.991
H 1.146 -1.141 4.038
H 2.409 -1.711 2.930
H 3.427 -0.159 4.493
H 3.327 0.695 2.966
H 2.077 1.487 5.472
H 0.816 1.018 4.343
H 2.044 2.558 2.645
H 1.121 3.333 3.959
H 3.187 3.548 5.275
H 4.114 2.848 3.942
H 3.242 4.763 2.474
H 4.343 5.283 3.738
H 2.597 5.499 3.939
N -1.257 -1.799 -6.200
C -0.953 -3.030 -6.713
C 0.189 -3.468 -6.096
C 0.582 -2.461 -5.171
C -0.331 -1.445 -5.261
H -2.052 -1.246 -6.459
H -1.577 -3.493 -7.458
H 0.678 -4.410 -6.275
H 1.431 -2.486 -4.508
H -0.407 -0.514 -4.725
N 3.538 1.296 -2.008
C 4.773 1.820 -1.744
C 5.709 0.896 -2.130
C 5.005 -0.229 -2.644
C 3.668 0.053 -2.551
H 2.661 1.748 -1.823
H 4.881 2.797 -1.305
H 6.776 1.012 -2.049
H 5.430 -1.140 -3.031
H 2.799 -0.522 -2.822
N -5.056 -3.196 -2.846
C -4.328 -3.146 -4.007
C -3.015 -3.365 -3.683
C -2.954 -3.558 -2.277
C -4.226 -3.438 -1.789
H -6.042 -3.035 -2.773
H -4.803 -2.944 -4.952
H -2.182 -3.371 -4.365
H -2.068 -3.720 -1.687
H -4.600 -3.468 -0.781
N -3.612 2.185 5.117
C -2.391 2.636 4.691
C -2.114 2.017 3.500
C -3.201 1.153 3.193
C -4.109 1.281 4.209
H -4.068 2.464 5.964
H -1.828 3.350 5.269
H -1.222 2.153 2.911
H -3.289 0.503 2.329
H -5.060 0.803 4.366
*
```

Properties
Kohn-Sham gap (eV): 3.689
E_LUMO (eV): 2.59



[5]
Below is C30H50AlCl3N4O4Si as an isolated structure at a distorted geometry, with properties calculated with ωB97M-V/def2-TZVPD.

```
! RIJCOSX wB97M-V def2-TZVPD def2/J DEFGRID3
* xyz 0 1
C -1.716 -1.939 -5.364
C -2.120 -1.237 -4.135
H -2.477 -2.640 -5.722
H -0.779 -2.488 -5.215
H -1.564 -1.179 -6.151
C -3.395 -0.724 -4.102
C -4.489 -1.046 -5.073
H -3.651 0.098 -3.428
H -4.849 -2.086 -5.073
H -4.303 -0.805 -6.131
H -5.371 -0.461 -4.774
Al 1.996 0.631 1.113
Cl 3.961 1.447 1.351
Cl 2.337 -4.323 0.217
H 3.331 -1.086 5.711
H 5.194 -0.573 4.915
C 2.736 -1.289 4.824
C 5.091 -1.141 3.993
N 3.660 -1.292 3.696
H 1.956 -0.527 4.728
C 3.238 -1.305 2.465
O 2.053 -0.912 2.096
H 5.583 -0.625 3.162
H 3.943 -1.564 1.669
H 2.274 -2.276 4.930
H 5.551 -2.129 4.139
H -2.617 -2.897 -1.222
H -4.921 -1.049 -0.952
C -3.103 -3.051 -0.239
C -4.776 -1.291 0.119
N -3.433 -1.798 0.408
H -2.429 -3.611 0.417
C -2.448 -1.073 1.031
O -1.283 -1.460 1.199
H -4.980 -0.389 0.710
H -2.794 -0.060 1.349
H -4.043 -3.600 -0.400
H -5.487 -2.088 0.376
O -0.335 -1.977 -2.492
C -0.931 -0.942 -3.134
C -2.226 0.455 -1.346
C -1.285 0.413 -2.345
H -2.647 -0.498 -1.061
C -2.672 1.666 -0.815
H -0.159 -0.530 -3.837
C -0.707 1.581 -2.807
H -3.488 1.675 -0.083
C -2.106 2.847 -1.289
C -1.127 2.799 -2.285
H 0.060 1.483 -3.580
H -2.429 3.805 -0.904
H -0.703 3.721 -2.676
Si 1.249 -3.922 -1.635
Cl 1.336 1.039 -0.731
C -0.449 -4.202 -0.985
C 2.371 -2.445 -2.099
C 1.590 -5.387 -2.766
H -0.659 -3.355 -0.299
H -0.544 -5.150 -0.407
H -1.163 -4.230 -1.817
H 0.655 -5.856 -3.091
H 2.175 -6.185 -2.330
H 2.095 -5.098 -3.682
H 2.327 -1.737 -1.217
H 1.942 -1.969 -2.999
H 3.422 -2.794 -2.269
C 3.029 7.192 0.297
C 1.704 7.345 0.977
N 1.261 6.098 1.620
C 2.027 5.710 2.838
C 1.738 6.667 3.993
C 0.303 5.350 0.990
O -0.193 5.692 -0.080
C -0.038 4.043 1.673
C -1.153 3.801 2.481
C -1.228 2.569 3.119
C -0.255 1.597 2.854
N 0.814 1.844 2.068
C 0.892 3.057 1.437
H 3.805 6.876 0.991
H 3.310 8.145 -0.140
H 2.958 6.456 -0.504
H 1.739 8.103 1.762
H 0.918 7.585 0.263
H 1.788 4.685 3.155
H 3.103 5.719 2.594
H 0.652 6.745 4.133
H 2.180 6.291 4.926
H 2.143 7.666 3.794
H -1.875 4.614 2.568
H -2.008 2.342 3.843
H -0.283 0.593 3.263
H 1.668 3.188 0.684
*
```

Properties
Kohn-Sham gap (eV): 4.838
E_LUMO (eV): -1.04
Energy relative to the best compared isomer or geometry (same formula, charge and spin) (kJ/mol): 446.5



Number 1: E -93314.2289 eV. Number 2: E -114970.6401 eV. Number 3: E -60204.7392 eV. Number 4: E -37862.6644 eV. Number 5: E -98117.4555 eV.